i) Below is one molecule with the formula C26H34N4O4, with properties calculated with the ωB97M-V functional and the def2-TZVPD basis.

```
68
Properties=species:S:1:pos:R:3:nbo_charge:R:1
C 0.616 2.234 2.102 -0.3920
C 1.581 1.396 2.426 -0.1985
C 1.660 -0.054 2.030 -0.2686
N 0.767 -0.443 0.963 -0.4230
C -0.466 -0.950 1.137 0.7217
O -1.099 -1.446 0.211 -0.6881
C -1.054 -0.875 2.538 -0.5106
H -0.651 -1.687 3.148 0.2344
H -0.797 0.080 2.994 0.2517
C -2.571 -1.002 2.424 -0.4808
C -3.088 0.094 1.504 0.7150
O -2.539 1.164 1.374 -0.6243
N -4.249 -0.236 0.868 -0.6037
C -4.942 0.563 -0.014 0.3060
N -6.046 0.116 -0.569 -0.1824
O -6.509 1.107 -1.373 -0.2732
C -5.681 2.163 -1.306 0.3405
C -4.655 1.882 -0.452 -0.3783
H -3.825 2.488 -0.165 0.2596
C -6.003 3.365 -2.113 -0.6599
H -6.036 3.107 -3.171 0.2351
H -5.250 4.129 -1.951 0.2329
H -6.981 3.753 -1.833 0.2349
H -4.643 -1.158 0.987 0.4166
H -3.037 -0.884 3.404 0.2356
H -2.836 -1.979 2.019 0.2276
C 1.310 -0.412 -0.404 -0.1527
C 2.063 0.868 -0.658 -0.0739
C 3.435 1.000 -0.498 -0.1446
C 4.048 2.223 -0.705 -0.2293
C 3.312 3.341 -1.070 0.0033
C 1.941 3.202 -1.242 -0.2238
C 1.326 1.983 -1.044 -0.1748
H 0.258 1.892 -1.182 0.2125
H 1.350 4.059 -1.535 0.2081
C 3.971 4.682 -1.226 -0.4182
C 3.939 5.444 0.100 -0.5918
H 4.465 4.883 0.870 0.2053
H 4.412 6.418 -0.007 0.2066
H 2.912 5.589 0.427 0.2046
H 3.451 5.265 -1.989 0.2064
H 5.008 4.552 -1.543 0.2072
H 5.118 2.308 -0.579 0.2064
H 4.032 0.142 -0.233 0.2400
H 0.438 -0.431 -1.069 0.2478
C 2.064 -1.745 -0.566 0.6888
O 3.244 -1.909 -0.323 -0.6461
N 1.230 -2.731 -0.936 -0.6235
H 0.236 -2.534 -0.948 0.4256
C 1.606 -4.130 -0.932 -0.0619
C 0.959 -4.857 -2.125 -0.4165
H 0.601 -4.124 -2.847 0.2152
H 1.686 -5.492 -2.629 0.2160
C -0.199 -5.691 -1.550 -0.4069
H 0.073 -6.748 -1.535 0.1994
H -1.108 -5.588 -2.140 0.2119
C -0.384 -5.191 -0.117 -0.4117
H -0.839 -5.942 0.528 0.2121
H -1.012 -4.299 -0.101 0.2035
C 1.036 -4.834 0.308 -0.4069
H 1.075 -4.192 1.187 0.2110
H 1.609 -5.739 0.511 0.2050
H 2.697 -4.153 -0.957 0.2359
H 1.475 -0.679 2.911 0.2171
H 2.679 -0.272 1.695 0.2412
H 2.416 1.720 3.034 0.2036
H 0.635 3.259 2.428 0.2033
H -0.232 1.941 1.507 0.2166
```

Properties
LUMO level = 0.666 eV
orbital gap = 9.48 eV
SMILES = C=CCN(C(=O)CCC(=O)Nc1cc(C)on1)[C@H](C(=O)NC1CCCC1)c1ccc(CC)cc1
multiplicity = 1
highest occupied orbital energy = -8.81 eV

***

ii) Below is a 2-piece molecular cluster, C26H34N4O4 overall, with properties calculated with the ωB97M-V functional and the def2-TZVPD basis.

```
68
Properties=species:S:1:pos:R:3:nbo_charge:R:1
O 3.937 1.746 5.216 -0.6241
O -4.334 2.316 -0.749 -0.6136
O -4.332 -0.805 -2.074 -0.6091
O -0.467 -5.644 -1.145 -0.6703
C 3.277 1.040 4.466 0.6425
C -3.286 2.785 -1.161 0.6673
C -3.708 0.096 -2.622 0.6715
C 1.886 -0.463 2.542 -0.3326
C 2.777 0.521 2.143 0.2413
C 1.241 -1.214 6.717 -0.1981
C -0.799 -3.535 -2.226 -0.2525
C -1.123 -3.750 0.182 -0.2957
C 2.137 -0.228 6.302 -0.1923
C 0.554 -1.973 5.766 -0.2488
C -1.153 -2.174 -2.154 -0.2292
C -1.475 -2.387 0.251 -0.2200
C -0.791 -4.327 -1.062 0.2955
C 2.344 0.009 4.934 -0.1517
C 1.646 -0.751 3.972 0.0049
C 0.749 -1.752 4.400 0.1665
C -1.506 -1.594 -0.915 0.0652
N 3.453 1.251 3.121 -0.5819
N 0.045 -2.545 3.502 -0.8222
N -4.212 0.624 -3.745 -0.6079
N -2.342 2.077 -1.785 -0.6187
C -3.007 4.261 -0.995 -0.7082
C -3.633 1.661 -4.600 -0.4096
C 3.293 1.499 -3.755 -0.5997
C 3.056 0.856 0.696 -0.4345
C 3.266 0.915 -2.343 -0.3997
C 1.843 0.678 -0.229 -0.3936
C 2.012 1.377 -1.588 -0.3871
C -1.898 -0.125 -0.779 -0.4413
C -2.370 0.626 -2.041 -0.1199
H -0.678 -6.117 -0.340 0.4817
H 1.352 -1.034 1.791 0.2087
H 1.077 -1.387 7.777 0.2168
H -0.544 -3.988 -3.172 0.2221
H -1.130 -4.356 1.075 0.2033
H 2.675 0.363 7.040 0.2360
H -0.142 -2.737 6.096 0.2064
H -1.164 -1.596 -3.064 0.2023
H -1.751 -1.947 1.201 0.2223
H 4.136 1.955 2.869 0.4199
H 0.366 -2.554 2.536 0.3920
H -0.409 -3.378 3.868 0.3905
H -5.108 0.242 -4.007 0.4111
H -1.517 2.576 -2.067 0.3959
H -2.173 4.396 -0.309 0.2271
H -3.896 4.740 -0.583 0.2479
H -2.774 4.702 -1.962 0.2165
H -2.554 1.530 -4.688 0.1935
H -4.073 1.600 -5.597 0.2137
H -3.849 2.645 -4.182 0.1954
H 4.201 1.180 -4.275 0.2121
H 3.281 2.593 -3.717 0.2009
H 2.426 1.157 -4.328 0.1985
H 3.887 0.236 0.346 0.2269
H 3.376 1.902 0.643 0.2032
H 4.167 1.234 -1.810 0.1974
H 3.276 -0.178 -2.406 0.1991
H 0.966 1.107 0.265 0.2087
H 1.655 -0.388 -0.393 0.2084
H 2.062 2.460 -1.436 0.1931
H 1.126 1.167 -2.195 0.1921
H -1.034 0.397 -0.376 0.2143
H -2.687 -0.050 -0.028 0.2446
H -1.623 0.454 -2.812 0.2056
```

Properties
LUMO level = 0.216 eV
orbital gap = 7.74 eV
SMILES = CNC(=O)[C@H](Cc1ccc(O)cc1)NC(C)=O.CCCCCc1cc2c(N)cccc2c(=O)[nH]1
multiplicity = 1
highest occupied orbital energy = -7.53 eV

***

Which structure wins on stability? ii) wins.

***

i) Below is C22H16Cl2IrN7O4S as an isolated structure, with properties calculated with the ωB97M-V functional and the def2-TZVPD basis.

```
53
Properties=species:S:1:pos:R:3:nbo_charge:R:1
Ir -0.100 -0.370 -0.497 1.0886
Cl 4.614 -3.417 4.750 0.0324
C 3.615 -2.832 3.463 -0.0874
C 3.828 -3.286 2.158 -0.1638
C 3.043 -2.813 1.138 -0.0952
Cl 3.358 -3.361 -0.473 0.0411
C 1.986 -1.876 1.344 0.4052
O 1.363 -1.482 0.283 -0.6970
C 1.781 -1.452 2.669 -0.2954
C 0.735 -0.549 3.126 0.4788
O -0.274 -0.184 2.532 -0.6210
C 2.620 -1.927 3.703 -0.1497
H 4.614 -3.997 1.945 0.2541
H 0.875 -0.217 4.169 0.1437
H 2.455 -1.573 4.712 0.2281
C 0.031 3.485 2.838 -0.4076
N -0.879 3.316 1.707 -0.3281
C -2.122 3.905 1.567 -0.0323
C -2.662 3.445 0.428 -0.0722
N -1.732 2.566 -0.138 -0.3781
C -0.639 2.499 0.673 0.2848
S 0.776 1.596 0.461 -0.0269
C -1.944 1.939 -1.392 0.3913
C -2.589 2.666 -2.377 -0.2487
C -2.965 2.030 -3.547 -0.1137
C -2.692 0.681 -3.689 -0.2258
C -1.992 0.037 -2.691 0.0619
N -1.598 0.653 -1.558 -0.4269
H -0.342 4.296 3.456 0.2304
H 1.026 3.731 2.477 0.2376
H 0.071 2.558 3.410 0.2331
H -2.515 4.587 2.300 0.2525
H -3.620 3.629 -0.020 0.2532
H -2.783 3.717 -2.223 0.2466
H -3.463 2.584 -4.330 0.2474
H -2.989 0.129 -4.569 0.2520
H -1.705 -1.004 -2.765 0.2698
N -1.429 -0.970 0.973 -0.7362
C -1.662 -2.437 0.863 -0.3626
C -0.986 -3.027 -0.378 0.7769
O -0.818 -4.208 -0.488 -0.5624
O -0.715 -2.126 -1.311 -0.7585
H -0.969 -0.724 1.864 0.4091
H -2.300 -0.458 0.901 0.3737
H -2.729 -2.626 0.753 0.2295
H -1.317 -2.947 1.759 0.2284
N 1.142 -0.163 -2.036 -0.2519
C 1.632 -0.360 -3.056 0.4010
C 2.262 -0.599 -4.287 -0.1793
C 2.955 -1.807 -4.493 0.2197
N 3.519 -2.799 -4.664 -0.1213
C 2.165 0.376 -5.301 0.2234
N 2.066 1.165 -6.136 -0.1521
```

Properties
LUMO level (spin up / spin down) = -3.556 / -6.472 eV
orbital gap (spin up / spin down) = 6.97 / 4.05 eV
charge = +1
multiplicity = 2
expectation value of S² = 0.78
highest occupied orbital energy (spin up / spin down) = -10.53 / -10.52 eV

***

ii) Below is C22H16Cl2IrN7O4S as an isolated structure, with properties calculated with the ωB97M-V functional and the def2-TZVPD basis.

```
53
Properties=species:S:1:pos:R:3:nbo_charge:R:1
Ir -0.319 -0.279 -0.215 1.3390
Cl 0.541 1.725 7.089 0.0433
C 0.400 1.573 5.372 -0.0882
C 0.252 2.746 4.600 -0.1397
C 0.144 2.687 3.241 -0.1295
Cl 0.120 4.146 2.318 0.0290
C 0.137 1.434 2.551 0.5017
O 0.036 1.397 1.278 -0.7268
C 0.347 0.274 3.353 -0.3292
C 0.485 -0.997 2.762 0.4456
O 0.332 -1.325 1.556 -0.6775
C 0.474 0.362 4.766 -0.1365
H 0.244 3.709 5.092 0.2570
H 0.779 -1.820 3.423 0.1761
H 0.628 -0.539 5.347 0.2361
C -2.491 2.764 -3.457 -0.4058
N -1.261 2.958 -2.685 -0.3125
C -0.760 4.186 -2.303 -0.0015
C 0.346 3.967 -1.574 -0.0608
N 0.520 2.586 -1.518 -0.3560
C -0.476 1.989 -2.215 0.2803
S -0.722 0.304 -2.406 0.0766
C 1.662 1.923 -1.005 0.4158
C 2.884 2.567 -1.038 -0.2403
C 3.995 1.909 -0.544 -0.1014
C 3.852 0.618 -0.064 -0.2306
C 2.603 0.039 -0.075 0.0844
N 1.513 0.682 -0.531 -0.4128
H -2.661 3.667 -4.035 0.2391
H -3.323 2.603 -2.777 0.2383
H -2.371 1.919 -4.126 0.2347
H -1.269 5.101 -2.545 0.2783
H 0.977 4.647 -1.033 0.2586
H 2.963 3.554 -1.469 0.2478
H 4.962 2.394 -0.558 0.2479
H 4.691 0.056 0.316 0.2529
H 2.445 -0.969 0.277 0.2507
N -1.786 -1.703 -0.012 -0.7068
C -1.563 -2.809 -0.971 -0.3592
C -0.090 -2.880 -1.375 0.7640
O 0.412 -3.783 -1.968 -0.5224
O 0.629 -1.795 -1.033 -0.6644
H -1.703 -2.031 0.947 0.4185
H -2.687 -1.242 -0.124 0.4404
H -2.167 -2.638 -1.860 0.2497
H -1.862 -3.760 -0.535 0.2514
N -2.153 0.833 -0.013 -0.6053
C -2.509 1.854 0.456 0.5278
C -2.928 3.041 0.964 -0.5257
C -3.231 3.170 2.347 0.2830
N -3.443 3.254 3.474 -0.2914
C -2.937 4.138 0.061 0.3281
N -2.891 4.990 -0.713 -0.3718
```

Properties
LUMO level (spin up / spin down) = -3.937 / -4.976 eV
orbital gap (spin up / spin down) = 7.12 / 6.06 eV
charge = +1
multiplicity = 2
expectation value of S² = 0.76
highest occupied orbital energy (spin up / spin down) = -11.06 / -11.03 eV

***

Which structure wins on stability? ii) wins.

***

i) Below is C4H3Br as an isolated structure, with properties calculated with the ωB97M-V functional and the def2-TZVPD basis.

```
8
Properties=species:S:1:pos:R:3:nbo_charge:R:1
C -1.036 0.481 1.154 -0.5052
C -1.877 0.338 2.091 0.1999
C -0.089 0.870 0.405 0.0746
C 0.434 -0.535 -0.988 -0.4130
Br 1.549 -1.828 -0.087 0.0372
H 0.599 1.652 0.344 0.2100
H 0.868 0.046 -1.693 0.1906
H -0.449 -1.025 -1.227 0.2059
```

Properties
LUMO level = -1.726 eV
orbital gap = 7.61 eV
multiplicity = 1
highest occupied orbital energy = -9.33 eV

***

ii) Below is C4H3Br as an isolated structure, with properties calculated with the ωB97M-V functional and the def2-TZVPD basis.

```
8
Properties=species:S:1:pos:R:3:nbo_charge:R:1
C -1.681 -0.638 1.220 -0.4799
C -0.748 -1.107 0.467 0.0189
C 0.869 1.552 -0.598 -0.1862
C 0.594 0.421 -0.257 -0.1595
Br -2.354 0.921 2.124 0.0944
H -2.414 -1.385 1.591 0.2940
H 1.250 2.397 -1.082 0.2333
H 0.180 -0.650 -0.160 0.1850
```

Properties
LUMO level = -1.006 eV
orbital gap = 9.21 eV
multiplicity = 1
highest occupied orbital energy = -10.22 eV

***

Which structure wins on stability? i) wins.